Entry 1:
Entry from OMol25: a structure of composition C27H23N4O4Pt (ωB97M-V with the def2-TZVPD basis set).

```
! RIJCOSX wB97M-V def2-TZVPD def2/J DEFGRID3
* xyz 1 1
Pt 0.48 -1.45 -0.08
C -2.27 -3.10 2.57
C -1.20 -3.00 1.55
O -1.24 -2.07 0.74
C -0.21 -4.11 1.50
C 0.91 -4.27 0.78
C 1.75 -5.50 0.78
N 1.36 -3.18 -0.03
N 2.45 -3.33 -0.65
C 2.83 -2.10 -1.27
O 2.24 -1.04 -0.95
C 3.91 -2.13 -2.21
C 4.74 -3.25 -2.33
C 5.78 -3.23 -3.24
C 5.98 -2.10 -4.03
C 5.15 -0.99 -3.92
C 4.12 -0.99 -3.00
H -2.74 -2.12 2.69
H -1.85 -3.44 3.52
H -3.01 -3.84 2.26
H -0.49 -4.95 2.12
H 1.30 -6.25 1.43
H 2.76 -5.27 1.13
H 1.84 -5.90 -0.22
H 4.57 -4.12 -1.72
H 6.43 -4.08 -3.35
H 6.79 -2.09 -4.74
H 5.32 -0.12 -4.55
H 3.45 -0.15 -2.91
O 0.38 0.85 -2.35
C -0.19 1.17 -1.33
N -0.86 2.32 -1.07
C -1.52 2.32 0.24
C -1.07 0.94 0.77
O -1.37 0.45 1.83
N -0.26 0.37 -0.18
C -0.97 3.38 1.18
C 0.11 4.18 0.84
C 0.60 5.12 1.73
C 0.02 5.26 2.98
C -1.05 4.45 3.34
C -1.55 3.52 2.44
C -3.03 2.40 0.06
C -3.79 1.25 -0.11
C -5.16 1.35 -0.36
C -5.76 2.59 -0.44
C -5.00 3.74 -0.27
C -3.64 3.65 -0.02
H -1.14 2.93 -1.82
H 0.57 4.07 -0.14
H 1.44 5.74 1.45
H 0.41 5.99 3.68
H -1.51 4.56 4.31
H -2.39 2.89 2.72
H -3.33 0.27 -0.05
H -5.74 0.45 -0.48
H -6.83 2.67 -0.63
H -5.47 4.72 -0.34
H -3.06 4.55 0.12
*
```

Results
Lowest unoccupied orbital energy (alpha / beta) in eV: -6.2 / -6.2
Total energy in eV: -45763.30143
Kohn-Sham gap (alpha / beta) in eV: 4.644 / 4.643
F_max in eV/A: 0.50
Energy relative to the best compared isomer or geometry (same formula, charge and spin) in kcal/mol: 0.0
Highest occupied orbital energy (alpha / beta) in eV: -10.9 / -10.9

Atom charges from the Löwdin analysis, given in e for atoms 1 to 8: 1.37, 0.03, -0.35, -0.09, 0.08, -0.24, -0.01, -0.14

Entry 2:
Entry from OMol25: a structure of composition C29H19AsClCrF6IN4OP (ωB97M-V with the def2-TZVPD basis set).

```
! RIJCOSX wB97M-V def2-TZVPD def2/J DEFGRID3
* xyz 0 2
Cr 0.17 -1.61 -0.89
Cl 2.70 -1.41 5.38
C 2.47 -1.35 3.67
C 3.48 -0.93 2.86
C 3.32 -0.87 1.46
I 4.86 -0.16 0.25
C 2.14 -1.24 0.88
O 1.90 -1.21 -0.44
C 1.08 -1.64 1.73
N -0.11 -1.88 1.10
C -1.16 -2.24 1.79
C -1.10 -2.38 3.18
C 0.07 -2.13 3.85
C 1.21 -1.72 3.13
H 4.42 -0.63 3.30
H -2.08 -2.42 1.24
H -1.99 -2.71 3.71
H 0.13 -2.23 4.93
C -4.35 2.41 -1.28
C -3.60 2.05 -2.39
C -2.28 1.64 -2.23
C -1.71 1.59 -0.97
C -2.46 1.95 0.14
C -3.78 2.36 -0.01
P -0.03 0.90 -0.81
C 0.88 1.62 -2.20
C 1.74 0.84 -2.96
C 2.42 1.40 -4.04
C 2.25 2.74 -4.35
C 1.39 3.52 -3.59
C 0.70 2.97 -2.52
C 0.75 1.61 0.68
C 0.30 1.21 1.94
C 0.95 1.63 3.09
C 2.07 2.43 2.99
C 2.54 2.82 1.74
C 1.88 2.41 0.59
H -5.38 2.72 -1.40
H -4.04 2.07 -3.37
H -1.72 1.35 -3.11
H -2.04 1.94 1.13
H -4.36 2.65 0.85
H 1.92 -0.20 -2.71
H 3.09 0.78 -4.62
H 2.77 3.17 -5.19
H 1.25 4.57 -3.84
H 0.03 3.58 -1.94
H -0.55 0.54 2.03
H 0.59 1.31 4.05
H 2.59 2.75 3.89
H 3.43 3.43 1.66
H 2.27 2.70 -0.37
N 0.11 -6.53 1.99
C 0.27 -6.17 0.90
N 0.49 -5.81 -0.36
C 0.34 -4.61 -0.70
N 0.24 -3.50 -1.10
F -1.62 -1.41 -1.54
As -3.32 -2.36 -1.85
F -4.80 -3.15 -2.10
F -3.57 -1.18 -3.06
F -3.92 -1.28 -0.65
F -2.41 -3.30 -2.96
F -2.81 -3.41 -0.57
*
```

Results
Lowest unoccupied orbital energy (alpha / beta) in eV: -1.9 / -1.4
Total energy in eV: -173870.11438
Kohn-Sham gap (alpha / beta) in eV: 6.781 / 7.375
F_max in eV/A: 0.42
Energy relative to the best compared isomer or geometry (same formula, charge and spin) in kcal/mol: 0.0
Highest occupied orbital energy (alpha / beta) in eV: -8.7 / -8.7

Atom charges from the Löwdin analysis, given in e for atoms 1 to 8: 0.79, 0.72, -0.61, -0.15, -0.63, 0.97, -0.39, -0.26